Record 1
The following is a DFT calculation (ωB97M-V/def2-TZVPD) of C4H7NO2 in the gas phase.

ORCA input file:
```
! RIJCOSX wB97M-V def2-TZVPD def2/J DEFGRID3
* xyz 0 1
N -2.215 -1.192 0.764
C -1.037 -1.006 0.105
O -0.699 -1.696 -0.841
C -0.183 0.140 0.631
C 1.233 0.036 0.128
C 1.630 0.663 -1.125
O 1.979 1.244 0.126
H -2.838 -1.911 0.431
H -2.499 -0.619 1.541
H -0.202 0.165 1.728
H -0.612 1.089 0.286
H 1.791 -0.841 0.461
H 0.883 1.209 -1.704
H 2.458 0.251 -1.699
*
```

Values from the calculation:
SMILES = NC(=O)C[C@H]1CO1
energy above the lowest of the compared OMol25 structures with the same formula, charge and spin = 1.3614 eV
E_LUMO = 0.8 eV
total energy = -361.83082 a.u.
HOMO level = -10.03 eV
Kohn-Sham gap = 10.83 eV

=====

Record 2
The following is a DFT calculation (ωB97M-V/def2-TZVPD) of C5H11N in the gas phase.

ORCA input file:
```
! RIJCOSX wB97M-V def2-TZVPD def2/J DEFGRID3
* xyz 0 1
C 1.880 -0.271 1.081
C 1.041 0.255 -0.043
C -1.026 0.061 -1.026
C -0.904 -1.351 -1.498
N -0.280 0.542 -0.021
C -0.894 1.426 0.972
H 1.414 -0.160 2.064
H 2.872 0.200 1.126
H 2.077 -1.348 0.950
H 1.444 0.200 -1.047
H -1.814 0.704 -1.410
H -1.904 -1.771 -1.689
H -0.316 -1.525 -2.410
H -0.437 -1.948 -0.702
H -0.195 1.614 1.789
H -1.816 0.983 1.358
H -1.143 2.388 0.505
*
```

Values from the calculation:
energy above the lowest of the compared OMol25 structures with the same formula, charge and spin = 2.9322 eV
E_LUMO (spin up / spin down) = 1.0 / 1.0 eV
total energy = -251.75477 a.u.
HOMO level (spin up / spin down) = -6.42 / -6.40 eV
Kohn-Sham gap (spin up / spin down) = 7.43 / 7.36 eV

=====

Record 3
The following is a DFT calculation (ωB97M-V/def2-TZVPD) of 9 unconnected molecules or ions with the total composition C21H64N4O9.

ORCA input file:
```
! RIJCOSX wB97M-V def2-TZVPD def2/J DEFGRID3
* xyz 0 1
C 2.670 -2.976 2.876
C 1.611 -1.868 2.572
C 1.038 -1.143 3.800
O 0.249 -2.149 4.436
C -0.144 -1.839 5.794
N 2.136 -0.828 1.684
H 3.097 -3.476 1.894
H 2.018 -3.750 3.375
H 3.544 -2.543 3.335
H 0.838 -2.299 1.994
H 0.342 -0.396 3.639
H 1.717 -0.852 4.714
H -1.021 -2.292 6.050
H -0.372 -0.837 6.145
H 0.738 -1.929 6.522
H 1.406 -0.427 1.276
H 2.460 -1.269 0.733
C 0.665 4.126 -2.653
C 1.635 4.815 -1.867
C 3.007 4.084 -1.819
O 2.788 2.957 -0.963
C 3.774 1.994 -1.158
N 1.823 6.106 -2.418
H -0.331 4.431 -2.383
H 0.629 3.089 -2.393
H 0.809 4.203 -3.824
H 1.406 4.749 -0.768
H 3.775 4.658 -1.139
H 3.416 3.666 -2.765
H 4.677 2.156 -1.107
H 3.664 1.651 -2.132
H 3.779 0.925 -0.578
H 2.360 5.948 -3.377
H 2.467 6.753 -1.861
C -5.373 -0.317 0.021
C -5.579 1.082 0.561
C -4.451 1.250 1.641
O -4.784 0.578 2.798
C -3.678 0.158 3.552
N -5.520 2.086 -0.412
H -4.471 -0.442 -0.442
H -6.091 -0.784 -0.894
H -5.449 -1.104 0.808
H -6.621 1.246 1.172
H -4.332 2.419 1.816
H -3.536 0.881 1.061
H -4.142 -0.666 4.204
H -3.440 0.936 4.398
H -2.911 -0.346 3.157
H -5.384 3.046 -0.102
H -6.348 1.984 -0.770
C -0.884 -0.520 -0.906
C 0.286 0.002 -1.744
C 1.287 -1.123 -2.145
O 1.958 -1.618 -0.970
C 2.947 -2.568 -1.236
N -0.380 0.535 -2.894
H -0.563 -0.801 0.027
H -1.469 -1.369 -1.070
H -1.472 0.382 -0.401
H 0.824 0.794 -1.578
H 2.109 -0.690 -2.963
H 0.922 -2.089 -2.431
H 2.684 -3.535 -1.581
H 3.493 -2.830 -0.457
H 3.617 -2.167 -1.838
H 0.241 1.117 -3.515
H -1.060 1.184 -2.715
C -0.135 3.296 0.925
O 0.602 2.170 0.806
H -0.697 3.392 1.879
H -0.688 3.438 0.136
H 0.642 4.285 0.990
H 1.123 2.359 -0.073
C -4.089 1.402 -3.258
O -3.368 1.389 -2.072
H -4.578 2.452 -3.372
H -4.936 0.611 -3.240
H -3.423 1.049 -4.212
H -3.881 1.616 -1.333
C 6.331 -4.603 1.300
O 6.488 -5.791 2.021
H 6.910 -4.573 0.481
H 6.623 -3.767 1.972
H 5.481 -4.463 0.833
H 7.126 -5.743 2.585
C -1.900 -3.192 1.957
O -2.203 -2.960 3.308
H -1.106 -3.811 1.757
H -1.491 -2.313 1.521
H -2.796 -3.391 1.380
H -1.434 -2.841 3.841
C 0.162 -2.277 -5.538
O -0.350 -0.957 -5.459
H -0.256 -3.063 -6.238
H -0.139 -2.916 -4.774
H 1.229 -2.202 -5.291
H -0.365 -0.748 -4.594
*
```

Values from the calculation:
SMILES = COC[C@H](C)N.COC[C@H](C)N.COC[C@H](C)N.COC[C@H](C)N.CO.CO.CO.CO.CO
energy above the lowest of the compared OMol25 structures with the same formula, charge and spin = 13.5939 eV
E_LUMO = 0.5 eV
total energy = -1734.04526 a.u.
HOMO level = -8.89 eV
Kohn-Sham gap = 9.42 eV

=====

Record 4
The following is a DFT calculation (ωB97M-V/def2-TZVPD) of a molecular structure, C7H10BClIrN3O7.

ORCA input file:
```
! RIJCOSX wB97M-V def2-TZVPD def2/J DEFGRID3
* xyz 0 1
Ir 1.695 0.326 -0.293
O 3.920 1.254 -3.185
Cl 3.055 1.805 -2.227
O 2.758 3.164 -2.417
O 1.721 1.021 -2.236
O 3.515 1.521 -0.845
O 3.109 -3.002 0.932
N 2.792 -1.993 0.389
O 3.183 -1.604 -0.727
O 1.939 -1.189 1.004
B 0.583 2.898 3.441
C 0.962 2.043 2.181
N 1.244 1.404 1.261
H -0.501 3.381 3.204
H 1.451 3.731 3.543
H 0.561 2.131 4.375
C -4.147 -1.932 -0.769
C -2.754 -1.400 -0.637
C -2.247 -0.976 0.585
C -0.967 -0.473 0.672
N -0.182 -0.368 -0.411
C -0.647 -0.782 -1.600
C -1.914 -1.296 -1.743
H -4.539 -2.260 0.192
H -4.183 -2.767 -1.468
H -4.806 -1.151 -1.153
H -2.843 -1.037 1.486
H -0.544 -0.147 1.609
H 0.025 -0.683 -2.442
H -2.241 -1.617 -2.722
*
```

Values from the calculation:
energy above the lowest of the compared OMol25 structures with the same formula, charge and spin = 0.0000 eV
E_LUMO = -1.4 eV
total energy = -1552.61128 a.u.
HOMO level = -9.63 eV
Kohn-Sham gap = 8.24 eV

=====

Record 5
The following is a DFT calculation (ωB97M-V/def2-TZVPD) of 2 unconnected molecules or ions with the total composition C3H11N3.

ORCA input file:
```
! RIJCOSX wB97M-V def2-TZVPD def2/J DEFGRID3
* xyz -1 2
C 1.881 -1.685 1.478
C 2.071 -1.492 -0.842
N 1.509 -2.136 0.167
H 1.791 -0.558 1.591
H 2.981 -1.862 1.589
H 1.256 -1.975 2.324
H 1.546 -1.658 -1.795
H 2.770 -0.649 -0.633
N -2.997 1.261 -0.865
C -1.716 1.313 -0.167
N -0.496 1.403 -0.960
H -3.450 2.124 -1.111
H -3.622 0.557 -0.522
H -1.833 2.030 0.658
H -1.707 0.371 0.416
H 0.122 0.655 -0.647
H -0.107 2.299 -0.682
*
```

Values from the calculation:
energy above the lowest of the compared OMol25 structures with the same formula, charge and spin = 1.4041 eV
E_LUMO (spin up / spin down) = 3.7 / 3.6 eV
total energy = -285.05659 a.u.
HOMO level (spin up / spin down) = 0.67 / -3.45 eV
⟨S²⟩ = 0.75
Kohn-Sham gap (spin up / spin down) = 3.06 / 7.10 eV

=====

Record 6
The following is a DFT calculation (ωB97M-V/def2-TZVPD) of 2 unconnected molecules or ions with the total composition C3H3NO2.

ORCA input file:
```
! RIJCOSX wB97M-V def2-TZVPD def2/J DEFGRID3
* xyz 0 1
C -0.028 0.846 -0.528
C -1.695 -1.479 0.649
C 1.306 0.578 -0.185
N -1.037 1.158 -0.915
O -2.713 -1.963 0.571
O -0.725 -0.855 0.791
H 1.304 -0.506 -0.031
H 1.699 1.217 0.579
H 1.890 1.003 -0.930
*
```

Values from the calculation:
SMILES = O=C=O.CC#N
energy above the lowest of the compared OMol25 structures with the same formula, charge and spin = 0.9589 eV
E_LUMO = 0.5 eV
total energy = -321.34241 a.u.
HOMO level = -11.25 eV
Kohn-Sham gap = 11.77 eV

=====

Question: What is the energy above the lowest of the compared OMol25 structures with the same formula, charge and spin in the fifth record?
Answer: 1.4041 eV